Formula: C40H60As3Cl2IMoN7O5
Source: the OMol25 dataset
Level of theory: ωB97M-V/def2-TZVPD

Geometry as ORCA input:
```
! wB97M-V def2-TZVPD RIJCOSX def2/J DEFGRID3
* xyz 1 3
Mo -0.593 0.582 -0.168
Cl -6.999 -3.533 -0.407
C -5.516 -2.642 -0.416
C -5.263 -1.775 -1.463
C -4.101 -1.030 -1.474
I -3.577 0.220 -3.085
C -3.155 -1.097 -0.445
O -2.087 -0.383 -0.426
C -3.380 -2.054 0.604
N -2.399 -2.189 1.508
C -2.565 -3.077 2.472
C -3.703 -3.868 2.601
C -4.715 -3.742 1.682
C -4.576 -2.823 0.623
H -5.976 -1.682 -2.268
H -1.753 -3.160 3.181
H -3.774 -4.569 3.416
H -5.607 -4.345 1.751
C -3.700 0.938 1.688
N -3.994 1.589 0.433
C -5.361 2.075 0.322
C -5.279 3.195 -0.712
N -3.866 3.255 -1.031
C -3.497 3.862 -2.289
C -3.149 2.375 -0.289
N -1.838 2.264 -0.294
C -1.080 3.428 -0.699
C 0.173 3.512 0.155
N 0.943 2.273 0.033
C 2.234 2.490 -0.046
N 3.121 1.669 -0.702
C 3.262 0.259 -0.478
C 4.333 2.400 -1.029
C 4.201 3.714 -0.254
N 2.859 3.660 0.289
C 2.626 4.446 1.482
H -4.407 0.118 1.822
H -3.807 1.639 2.521
H -2.684 0.551 1.692
H -5.696 2.448 1.293
H -6.014 1.253 0.017
H -5.616 4.155 -0.312
H -5.858 2.969 -1.614
H -4.303 3.706 -3.011
H -2.603 3.396 -2.694
H -3.343 4.939 -2.182
H -1.654 4.342 -0.534
H -0.772 3.349 -1.750
H -0.113 3.727 1.182
H 0.765 4.356 -0.215
H 2.281 -0.156 -0.234
H 3.969 0.062 0.343
H 3.646 -0.204 -1.389
H 4.356 2.579 -2.109
H 5.221 1.828 -0.747
H 4.303 4.585 -0.905
H 4.940 3.795 0.552
H 3.463 4.298 2.170
H 1.717 4.160 2.000
H 2.574 5.506 1.227
C 1.836 -2.273 -2.100
As 0.424 -1.848 -0.770
C -0.940 -2.813 -1.789
C 0.646 -3.231 0.614
C 1.701 -3.070 1.720
C 1.350 -4.095 2.806
C 1.783 -1.656 2.345
As 0.442 -0.145 2.229
C 1.714 1.069 3.105
C -0.653 -0.545 3.803
C 3.092 -3.414 1.172
As 4.533 -3.302 2.558
C 5.008 -5.209 2.618
C 5.979 -2.776 1.325
H 1.647 -3.269 -2.512
H 2.840 -2.255 -1.684
H 1.763 -1.537 -2.904
H -0.521 -3.757 -2.148
H -1.232 -2.204 -2.649
H -1.818 -3.039 -1.186
H 0.807 -4.187 0.098
H -0.343 -3.273 1.080
H 0.396 -3.854 3.269
H 2.114 -4.105 3.586
H 1.289 -5.095 2.379
H 2.696 -1.182 1.961
H 1.939 -1.782 3.426
H 2.072 0.634 4.044
H 1.215 2.011 3.327
H 2.571 1.266 2.460
H -0.216 -1.369 4.368
H -1.674 -0.784 3.518
H -0.686 0.351 4.421
H 3.339 -2.710 0.370
H 3.088 -4.418 0.742
H 4.209 -5.799 3.063
H 5.900 -5.341 3.229
H 5.215 -5.589 1.619
H 5.915 -1.719 1.068
H 5.943 -3.366 0.410
H 6.941 -2.943 1.808
O -2.445 3.785 2.202
Cl -1.551 3.113 3.072
O -0.396 3.899 3.323
O -2.188 2.698 4.255
O -1.081 1.921 2.376
C -0.034 0.802 -2.107
C 0.295 0.877 -3.279
C 0.679 0.992 -4.636
C 2.029 1.141 -4.969
C 2.411 1.203 -6.294
C 1.461 1.123 -7.299
C 0.118 1.006 -6.975
C -0.278 0.944 -5.653
H 2.761 1.207 -4.175
H 3.455 1.308 -6.551
H 1.770 1.153 -8.331
H -0.621 0.958 -7.761
H -1.323 0.856 -5.391
*
```

Largest force on an atom in hartree/bohr: 0.0709
Frontier orbital gap (alpha / beta) in eV: 6.65 / 7.18
LUMO (alpha / beta) in eV: -3.38 / -3.25